{"formula": "C41H29ClF14N3O3PSZn", "method": "the ωB97M-V functional and the def2-TZVPD basis", "largest_force_ev_per_a": 0.28, "e_homo_ev": -7.6, "e_tot_ev": -172714.818, "species": ["Zn", "C", "N", "C", "C", "N", "C", "S", "C", "C", "C", "C", "C", "N", "H", "H", "H", "H", "H", "H", "H", "H", "H", "C", "C", "C", "C", "Cl", "C", "C", "C", "O", "C", "C", "O", "O", "H", "H", "H", "H", "H", "H", "H", "H", "F", "C", "F", "C", "F", "F", "F", "F", "C", "F", "F", "C", "C", "C", "C", "C", "C", "P", "C", "C", "C", "C", "C", "C", "C", "F", "F", "F", "C", "C", "C", "C", "C", "C", "C", "F", "F", "F", "H", "H", "H", "H", "H", "H", "H", "H", "H", "H", "H", "H"], "xyz": [[0.024, 2.248, -0.248], [4.396, 3.842, 1.794], [4.108, 3.354, 0.457], [5.039, 2.836, -0.424], [4.367, 2.448, -1.519], [3.020, 2.725, -1.308], [2.873, 3.282, -0.083], [1.467, 3.841, 0.693], [2.037, 2.418, -2.327], [2.400, 2.715, -3.592], [1.597, 2.164, -4.661], [0.601, 1.326, -4.392], [0.197, 1.005, -2.975], [0.933, 1.729, -1.925], [5.439, 4.146, 1.833], [4.211, 3.060, 2.531], [3.758, 4.693, 2.013], [6.084, 2.775, -0.178], [4.699, 1.983, -2.427], [3.302, 3.271, -3.795], [1.852, 2.391, -5.688], [0.036, 0.850, -5.182], [0.290, -0.084, -2.802], [-5.771, 2.597, -1.291], [-5.139, 1.297, -0.893], [-5.232, 0.165, -1.683], [-4.617, -1.019, -1.297], [-4.734, -2.426, -2.320], [-3.910, -1.093, -0.119], [-3.785, 0.040, 0.678], [-4.400, 1.223, 0.295], [-4.334, 2.389, 1.006], [-3.264, 2.503, 1.919], [-1.941, 2.451, 1.161], [-1.872, 3.026, 0.043], [-0.961, 1.819, 1.629], [-6.283, 2.500, -2.247], [-5.013, 3.377, -1.373], [-6.489, 2.930, -0.540], [-5.781, 0.204, -2.615], [-3.446, -2.024, 0.174], [-3.200, -0.029, 1.585], [-3.283, 1.725, 2.683], [-3.374, 3.468, 2.410], [-1.711, 0.877, -1.580], [-1.329, 1.167, -2.855], [-1.923, 0.239, -3.650], [-1.947, 2.535, -3.231], [-1.250, 3.539, -2.697], [-1.947, 2.686, -4.559], [-3.207, 2.610, -2.807], [0.099, -6.587, -2.938], [-0.982, -6.112, -2.286], [-1.363, -7.074, -1.424], [-1.961, -5.975, -3.191], [-0.670, -4.826, -1.573], [-1.201, -3.627, -2.008], [-0.874, -2.454, -1.336], [-0.026, -2.480, -0.235], [0.502, -3.702, 0.191], [0.184, -4.870, -0.472], [0.356, -0.892, 0.597], [2.169, -1.061, 0.836], [2.791, -1.564, 1.976], [4.176, -1.636, 2.052], [4.942, -1.230, 0.972], [4.336, -0.756, -0.183], [2.958, -0.655, -0.242], [6.441, -1.238, 1.039], [6.929, 0.024, 1.118], [6.911, -1.904, 2.102], [6.991, -1.786, -0.058], [-0.295, -1.175, 2.281], [0.096, -0.313, 3.307], [-0.476, -0.402, 4.562], [-1.470, -1.343, 4.802], [-1.881, -2.197, 3.793], [-1.289, -2.114, 2.539], [-2.137, -1.389, 6.147], [-1.277, -1.115, 7.144], [-2.678, -2.591, 6.405], [-3.134, -0.485, 6.238], [-1.877, -3.600, -2.851], [-1.312, -1.518, -1.656], [1.165, -3.734, 1.047], [0.590, -5.817, -0.141], [2.198, -1.884, 2.822], [4.654, -2.012, 2.946], [4.944, -0.456, -1.026], [2.478, -0.248, -1.125], [0.836, 0.455, 3.116], [-0.165, 0.270, 5.351], [-2.655, -2.929, 3.980], [-1.612, -2.793, 1.761]]}